No. 1
Below is 2 unconnected molecules or ions with the total composition C4H14N2 at a distorted geometry, with properties calculated with the ωB97M-V functional and the def2-TZVPD basis.

Output
E: -270.23782 Ha
LUMO energy: 0.78 eV
Kohn-Sham gap: 9.927 eV
Structure (SMILES): CCC.NCN

The geometry in XYZ format:
```
20
Properties=species:S:1:pos:R:3:lowdin_charge:R:1
C 2.14 1.12 -0.16 -0.127
C 1.38 2.43 -0.28 -0.346
C 2.16 3.70 -0.31 -0.144
H 2.67 0.68 -1.05 0.087
H 1.47 0.32 0.09 0.039
H 2.81 1.21 0.74 0.088
H 0.85 2.51 0.64 0.084
H 0.67 2.42 -1.10 0.100
H 1.52 4.54 -0.49 0.062
H 2.70 3.94 0.66 0.093
H 3.04 3.62 -0.93 0.064
N -2.69 -2.50 1.21 -0.048
C -1.96 -2.97 0.05 -0.477
N -2.80 -3.68 -0.84 -0.013
H -2.05 -1.93 1.82 0.093
H -2.93 -3.32 1.69 0.036
H -1.43 -2.02 -0.43 0.118
H -0.87 -3.32 0.48 0.127
H -3.66 -3.76 -0.25 0.084
H -3.02 -2.95 -1.55 0.081
```

=====

No. 2
Below is 2 unconnected molecules or ions with the total composition C2H4N2 at a distorted geometry, with properties calculated with the ωB97M-V functional and the def2-TZVPD basis.

Output
<S²>: 2.0193
E: -187.90439 Ha
2S+1: 3
LUMO energy (spin up / spin down): 1.12 / -0.19 eV
Kohn-Sham gap (spin up / spin down): 8.469 / 9.829 eV

The geometry in XYZ format:
```
8
Properties=species:S:1:pos:R:3:lowdin_charge:R:1
C 1.32 0.44 0.04 -0.107
C 0.46 -0.45 -0.35 0.002
N -2.64 -0.25 0.23 -0.056
N -1.98 0.56 -0.32 0.018
H 2.26 0.01 0.20 0.024
H 1.23 1.44 0.32 0.021
H 0.31 -1.36 -0.78 -0.006
H -3.71 0.11 0.42 0.104
```

=====

No. 3
Below is a molecular structure, C28H42NO2OsSi at a distorted geometry, with properties calculated with the ωB97M-V functional and the def2-TZVPD basis.

Output
<S²>: 6.0566
E: -1677.00260 Ha
2S+1: 5
Charge: +1
LUMO energy (spin up / spin down): -2.79 / -6.97 eV
Kohn-Sham gap (spin up / spin down): 3.101 / 2.507 eV

The geometry in XYZ format:
```
75
Properties=species:S:1:pos:R:3:lowdin_charge:R:1
O -0.32 -0.58 -5.03 -0.120
C -0.39 0.69 -5.81 -0.172
C -0.02 0.08 -7.14 -0.071
H 0.35 1.44 -5.52 0.079
H -1.39 1.11 -5.74 0.125
C -0.13 -1.24 -6.35 -0.553
H 1.02 0.27 -7.40 0.117
H -0.69 0.29 -7.95 0.115
C 1.19 -1.95 -6.48 -0.026
H 2.00 -1.30 -6.16 0.089
H 1.35 -2.16 -7.55 0.101
H 1.24 -2.89 -5.94 0.080
C -1.31 -2.12 -6.73 -0.009
H -2.26 -1.58 -6.65 0.088
H -1.37 -3.00 -6.09 0.087
H -1.20 -2.46 -7.76 0.094
Os -0.48 -1.02 -1.88 1.339
C -2.15 -1.25 -0.56 -0.233
C -1.49 0.00 -0.27 -0.265
C -1.59 0.82 -1.41 -0.227
H -0.97 0.27 0.66 0.094
C -2.31 0.11 -2.41 -0.213
C -2.66 -1.17 -1.88 -0.204
H -3.18 -1.96 -2.41 0.115
H -2.26 -2.09 0.11 0.117
H -1.12 1.80 -1.53 0.074
H -2.54 0.44 -3.41 0.106
C 0.62 -1.85 -0.29 -0.294
C 0.28 -2.90 -1.20 -0.206
C 0.89 -2.60 -2.45 -0.216
H -0.32 -3.78 -0.97 0.125
C 1.63 -1.39 -2.30 -0.228
C 1.48 -0.94 -0.97 -0.220
H 1.89 -0.04 -0.52 0.093
H 0.28 -1.74 0.73 0.101
H 0.77 -3.15 -3.37 0.101
H 2.15 -0.87 -3.10 0.096
O 2.75 2.71 -4.32 -0.140
C 1.74 1.88 -3.67 -0.198
C 0.50 2.73 -3.36 -0.165
H 2.18 1.34 -2.80 0.106
H 1.48 1.08 -4.39 0.078
C 0.67 3.98 -4.26 -0.144
H 0.49 3.01 -2.30 0.075
H -0.43 2.20 -3.56 0.088
C 2.16 4.00 -4.64 -0.189
H 0.44 4.91 -3.75 0.109
H 0.06 3.90 -5.17 0.113
H 2.70 4.75 -4.03 0.113
H 2.33 4.27 -5.68 0.116
C -1.35 0.68 4.31 -0.157
Si 0.46 1.13 4.21 0.444
C 0.92 2.39 5.52 -0.158
C 1.40 -0.46 4.58 -0.141
N 0.84 1.70 2.64 0.226
C 1.83 2.15 1.91 -0.278
C 1.53 2.76 0.64 0.025
C 2.53 3.20 -0.19 -0.033
C 3.87 3.16 0.23 0.006
C 4.20 2.61 1.47 -0.032
C 3.22 2.10 2.30 0.027
H -1.67 0.73 5.36 0.053
H -1.51 -0.35 3.96 0.042
H -1.98 1.36 3.72 0.038
H 0.65 2.00 6.52 0.057
H 2.00 2.59 5.52 0.036
H 0.41 3.35 5.38 0.044
H 0.77 -1.33 4.37 0.044
H 2.31 -0.54 3.97 0.031
H 1.69 -0.50 5.64 0.054
H 0.46 2.87 0.39 0.129
H 2.28 3.62 -1.17 0.114
H 4.65 3.57 -0.42 0.134
H 5.24 2.58 1.81 0.130
H 3.46 1.66 3.27 0.122
```

=====

No. 4
Below is C4H6O2 in the gas phase at a distorted geometry, with properties calculated with the ωB97M-V functional and the def2-TZVPD basis.

Output
E: -306.40431 Ha
LUMO energy: 0.84 eV
Kohn-Sham gap: 8.915 eV

The geometry in XYZ format:
```
12
Properties=species:S:1:pos:R:3:lowdin_charge:R:1
O -2.17 0.40 0.18 0.075
C -1.05 -0.27 -0.03 -0.174
C 0.04 0.05 -0.98 -0.159
C 1.24 -0.37 -0.17 -0.127
C 1.13 0.05 1.10 -0.279
O -0.05 0.54 1.45 -0.084
H -1.88 1.32 0.28 0.130
H -1.24 -1.36 0.05 0.163
H -0.03 -0.52 -1.92 0.125
H 0.02 1.12 -1.23 0.128
H 2.05 -0.95 -0.57 0.082
H 1.95 -0.01 1.82 0.118
```

=====

No. 5
Below is a molecular structure, C32H29N3OPPtS3SbSe4, with properties calculated with the ωB97M-V functional and the def2-TZVPD basis.

Output
E: -12977.80273 Ha
Charge: -2
LUMO energy: 3.48 eV
Kohn-Sham gap: 5.806 eV

The geometry in XYZ format:
```
75
Properties=species:S:1:pos:R:3:lowdin_charge:R:1
Pt -0.70 -1.36 0.29 0.327
Se -1.03 -6.63 -1.38 -0.297
Sb -1.32 -4.73 0.06 -0.334
Se -2.24 -2.65 -1.10 -0.028
Se 0.79 -3.35 0.35 -0.060
Se -2.47 -5.06 2.16 -0.261
C 2.04 2.03 -0.04 -0.062
C 2.49 0.58 -0.22 -0.367
C 1.93 0.00 -1.52 -0.084
C 2.16 -0.30 1.00 -0.302
C 2.80 0.20 2.29 -0.071
O 1.73 0.92 2.95 -0.006
C 0.59 0.52 2.35 -0.318
N 0.72 -0.24 1.34 -0.050
C -0.64 1.09 2.93 -0.110
C -0.51 1.72 4.17 -0.012
C -1.58 2.37 4.76 -0.072
C -2.80 2.42 4.10 -0.069
C -2.93 1.79 2.87 -0.075
C -1.88 1.11 2.27 -0.247
P -2.21 0.24 0.67 0.863
C -2.41 1.61 -0.51 -0.358
C -2.16 2.94 -0.21 -0.082
C -2.32 3.92 -1.19 -0.095
C -2.73 3.56 -2.46 -0.115
C -2.97 2.23 -2.77 -0.084
C -2.80 1.25 -1.81 -0.097
C -3.90 -0.36 0.97 -0.387
C -5.03 0.35 0.58 -0.101
C -6.30 -0.15 0.86 -0.095
C -6.43 -1.37 1.52 -0.093
C -5.30 -2.08 1.91 -0.072
C -4.04 -1.58 1.62 -0.141
H 2.36 2.64 -0.89 0.038
H 2.44 2.48 0.87 0.077
H 0.95 2.10 -0.02 0.076
H 3.58 0.56 -0.28 0.139
H 0.84 0.02 -1.52 0.052
H 2.24 -1.04 -1.65 0.068
H 2.27 0.60 -2.37 0.057
H 2.43 -1.33 0.79 0.054
H 3.61 0.90 2.13 0.126
H 3.12 -0.61 2.95 0.131
H 0.45 1.70 4.67 0.115
H -1.46 2.85 5.72 0.101
H -3.64 2.93 4.54 0.103
H -3.89 1.81 2.37 0.102
H -1.83 3.23 0.78 0.100
H -2.08 4.95 -0.96 0.099
H -2.81 4.32 -3.23 0.100
H -3.25 1.95 -3.78 0.105
H -2.96 0.21 -2.05 0.080
H -4.93 1.29 0.04 0.103
H -7.18 0.39 0.54 0.093
H -7.42 -1.77 1.73 0.094
H -5.38 -3.04 2.38 0.095
H -3.17 -2.17 1.88 0.028
S 1.87 8.72 -1.97 0.472
C 1.85 7.06 -2.15 -1.127
S 0.58 6.19 -2.94 0.909
C 1.43 4.64 -2.75 -1.197
N 2.56 4.81 -2.12 -0.015
N 2.77 6.15 -1.79 -0.165
C 4.02 6.41 -1.15 -0.208
C 5.13 5.68 -1.55 -0.017
C 6.35 5.90 -0.94 -0.096
C 6.47 6.84 0.07 -0.114
C 5.35 7.56 0.48 -0.094
C 4.12 7.34 -0.13 -0.055
S 0.74 3.21 -3.30 0.464
H 5.01 4.94 -2.33 0.108
H 7.22 5.33 -1.26 0.096
H 7.43 7.01 0.55 0.091
H 5.43 8.28 1.27 0.096
H 3.25 7.90 0.18 0.069
```

=====

No. 6
Below is a molecular structure, C27H44BrFeN3OP2 at a distorted geometry, with properties calculated with the ωB97M-V functional and the def2-TZVPD basis.

Output
<S²>: 6.0290
E: -5814.41689 Ha
2S+1: 5
Charge: +2
LUMO energy (spin up / spin down): -6.41 / -9.22 eV
Kohn-Sham gap (spin up / spin down): 6.525 / 3.709 eV

The geometry in XYZ format:
```
79
Properties=species:S:1:pos:R:3:lowdin_charge:R:1
C 1.90 -1.69 -7.16 0.003
C 1.21 -0.64 -6.51 -0.222
C 0.71 0.43 -7.28 -0.015
C 0.94 0.40 -8.66 -0.121
N 1.58 -0.59 -9.27 0.078
C 2.05 -1.60 -8.55 -0.116
C 1.01 -0.59 -5.07 0.078
C 0.94 -0.49 -3.85 0.053
C 1.22 -0.45 -2.40 -0.322
C 0.95 -1.53 -1.54 -0.030
C 1.38 -1.47 -0.22 -0.099
C 1.96 -0.33 0.31 -0.568
C 2.16 0.77 -0.48 -0.112
C 1.74 0.78 -1.85 -0.114
Fe -0.24 0.52 -1.38 0.663
P -1.32 -0.83 1.78 0.933
H 0.18 1.26 -6.83 0.114
H 2.30 -2.54 -6.62 0.119
H 0.57 1.21 -9.28 0.112
H 2.57 -2.38 -9.09 0.115
H 1.89 1.62 -2.54 0.141
H 0.59 -2.46 -1.99 0.150
H 2.69 1.65 -0.17 0.109
H 1.24 -2.35 0.39 0.095
C -1.87 -0.65 3.53 -0.422
C -3.35 -0.57 3.86 -0.142
H -1.36 0.25 3.89 0.054
H -1.42 -1.48 4.08 0.094
H -3.46 -0.47 4.94 0.084
H -3.84 0.31 3.42 0.057
H -3.90 -1.46 3.58 0.059
C -2.55 0.06 0.67 -0.425
C -3.17 -0.76 -0.44 -0.149
H -2.03 0.94 0.18 0.016
H -3.29 0.46 1.38 0.066
H -3.67 -0.04 -1.11 0.080
H -2.41 -1.30 -1.04 0.062
H -3.92 -1.48 -0.08 0.082
C -1.58 -2.64 1.52 -0.412
C -2.86 -3.30 2.03 -0.139
H -0.72 -3.14 2.00 0.045
H -1.49 -2.85 0.44 0.068
H -2.87 -4.35 1.70 0.084
H -2.91 -3.34 3.13 0.073
H -3.77 -2.83 1.64 0.061
Br 2.07 -0.20 2.26 0.867
P -0.22 4.29 1.26 1.212
C -1.69 3.29 1.60 -0.381
C -2.80 4.04 2.34 -0.118
H -1.34 2.43 2.19 0.082
H -2.06 2.94 0.63 0.070
H -3.75 3.50 2.25 0.087
H -2.60 4.16 3.41 0.087
H -2.94 5.05 1.93 0.078
C 1.05 3.74 2.44 -0.358
C 1.97 4.90 2.89 -0.130
H 1.63 2.93 1.97 0.060
H 0.51 3.34 3.32 0.099
H 2.61 4.59 3.72 0.090
H 2.61 5.26 2.08 0.081
H 1.37 5.75 3.24 0.078
C 0.36 3.90 -0.44 -0.371
C -0.16 4.88 -1.51 -0.123
H 0.03 2.86 -0.67 0.051
H 1.46 3.95 -0.39 0.097
H 0.39 4.72 -2.44 0.087
H -1.23 4.71 -1.73 0.084
H -0.05 5.93 -1.21 0.085
C 2.04 -6.18 2.54 -0.075
N 2.90 -5.05 2.76 -0.004
C 2.44 -3.75 2.67 -0.583
N 3.47 -2.87 2.89 0.122
O 1.26 -3.46 2.44 -0.047
H 1.06 -5.85 2.15 0.086
H 1.87 -6.73 3.49 0.092
H 2.51 -6.87 1.82 0.091
H 3.89 -5.19 2.92 0.141
H 3.22 -1.90 2.88 -0.081
H 4.36 -3.17 3.26 0.108
```

=====

No. 7
Below is a molecular structure, C5H7N at a distorted geometry, with properties calculated with the ωB97M-V functional and the def2-TZVPD basis.

Output
E: -249.33380 Ha
LUMO energy: 1.00 eV
Kohn-Sham gap: 9.677 eV

The geometry in XYZ format:
```
13
Properties=species:S:1:pos:R:3:lowdin_charge:R:1
C 1.16 -0.22 0.43 -0.173
C 0.68 1.12 -0.10 -0.079
C 0.15 -1.04 -0.34 -0.092
C -1.09 -0.27 -0.46 -0.471
N -1.38 -1.05 0.70 0.123
C -0.64 1.14 -0.34 -0.042
H 2.22 -0.45 0.28 0.108
H 0.98 -0.33 1.51 0.108
H 1.37 1.92 -0.30 0.093
H 0.57 -1.63 -1.17 0.135
H -1.74 -0.56 -1.28 0.138
H -0.98 -0.61 1.53 0.054
H -1.30 1.98 -0.46 0.099
```

=====

No. 8
Below is 2 unconnected molecules or ions with the total composition C2H3I2NO at a distorted geometry, with properties calculated with the ωB97M-V functional and the def2-TZVPD basis.

Output
E: -803.32586 Ha
LUMO energy (spin up / spin down): -1.51 / -3.13 eV
Kohn-Sham gap (spin up / spin down): 8.437 / 5.704 eV

The geometry in XYZ format:
```
9
Properties=species:S:1:pos:R:3:lowdin_charge:R:1
C 0.04 -0.18 -0.78 -0.736
C -0.96 0.63 -0.05 -0.622
N 0.63 -1.13 -0.08 0.142
O 0.05 0.11 -1.99 0.023
I -1.89 0.11 1.68 0.881
I 1.75 2.05 1.57 0.107
H -1.46 1.29 -0.74 0.040
H 0.54 -1.12 0.93 0.042
H 1.28 -1.74 -0.54 0.122
```

=====

What did the sixth record say?
Below is a molecular structure, C27H44BrFeN3OP2 at a distorted geometry, with properties calculated with the ωB97M-V functional and the def2-TZVPD basis.

Output
<S²>: 6.0290
E: -5814.41689 Ha
2S+1: 5
Charge: +2
LUMO energy (spin up / spin down): -6.41 / -9.22 eV
Kohn-Sham gap (spin up / spin down): 6.525 / 3.709 eV

The geometry in XYZ format:
```
79
Properties=species:S:1:pos:R:3:lowdin_charge:R:1
C 1.90 -1.69 -7.16 0.003
C 1.21 -0.64 -6.51 -0.222
C 0.71 0.43 -7.28 -0.015
C 0.94 0.40 -8.66 -0.121
N 1.58 -0.59 -9.27 0.078
C 2.05 -1.60 -8.55 -0.116
C 1.01 -0.59 -5.07 0.078
C 0.94 -0.49 -3.85 0.053
C 1.22 -0.45 -2.40 -0.322
C 0.95 -1.53 -1.54 -0.030
C 1.38 -1.47 -0.22 -0.099
C 1.96 -0.33 0.31 -0.568
C 2.16 0.77 -0.48 -0.112
C 1.74 0.78 -1.85 -0.114
Fe -0.24 0.52 -1.38 0.663
P -1.32 -0.83 1.78 0.933
H 0.18 1.26 -6.83 0.114
H 2.30 -2.54 -6.62 0.119
H 0.57 1.21 -9.28 0.112
H 2.57 -2.38 -9.09 0.115
H 1.89 1.62 -2.54 0.141
H 0.59 -2.46 -1.99 0.150
H 2.69 1.65 -0.17 0.109
H 1.24 -2.35 0.39 0.095
C -1.87 -0.65 3.53 -0.422
C -3.35 -0.57 3.86 -0.142
H -1.36 0.25 3.89 0.054
H -1.42 -1.48 4.08 0.094
H -3.46 -0.47 4.94 0.084
H -3.84 0.31 3.42 0.057
H -3.90 -1.46 3.58 0.059
C -2.55 0.06 0.67 -0.425
C -3.17 -0.76 -0.44 -0.149
H -2.03 0.94 0.18 0.016
H -3.29 0.46 1.38 0.066
H -3.67 -0.04 -1.11 0.080
H -2.41 -1.30 -1.04 0.062
H -3.92 -1.48 -0.08 0.082
C -1.58 -2.64 1.52 -0.412
C -2.86 -3.30 2.03 -0.139
H -0.72 -3.14 2.00 0.045
H -1.49 -2.85 0.44 0.068
H -2.87 -4.35 1.70 0.084
H -2.91 -3.34 3.13 0.073
H -3.77 -2.83 1.64 0.061
Br 2.07 -0.20 2.26 0.867
P -0.22 4.29 1.26 1.212
C -1.69 3.29 1.60 -0.381
C -2.80 4.04 2.34 -0.118
H -1.34 2.43 2.19 0.082
H -2.06 2.94 0.63 0.070
H -3.75 3.50 2.25 0.087
H -2.60 4.16 3.41 0.087
H -2.94 5.05 1.93 0.078
C 1.05 3.74 2.44 -0.358
C 1.97 4.90 2.89 -0.130
H 1.63 2.93 1.97 0.060
H 0.51 3.34 3.32 0.099
H 2.61 4.59 3.72 0.090
H 2.61 5.26 2.08 0.081
H 1.37 5.75 3.24 0.078
C 0.36 3.90 -0.44 -0.371
C -0.16 4.88 -1.51 -0.123
H 0.03 2.86 -0.67 0.051
H 1.46 3.95 -0.39 0.097
H 0.39 4.72 -2.44 0.087
H -1.23 4.71 -1.73 0.084
H -0.05 5.93 -1.21 0.085
C 2.04 -6.18 2.54 -0.075
N 2.90 -5.05 2.76 -0.004
C 2.44 -3.75 2.67 -0.583
N 3.47 -2.87 2.89 0.122
O 1.26 -3.46 2.44 -0.047
H 1.06 -5.85 2.15 0.086
H 1.87 -6.73 3.49 0.092
H 2.51 -6.87 1.82 0.091
H 3.89 -5.19 2.92 0.141
H 3.22 -1.90 2.88 -0.081
H 4.36 -3.17 3.26 0.108
```

=====

Q: Look up the E of the first one.
A: -270.23782 Ha